w.
ORCA calculation (ωB97M-V/def2-TZVPD) on a cluster of 2 separate species, CHNO2S in total.

XYZ file:
```
6
CHNO2S ωB97M-V/def2-TZVPD
C 0.02 1.37 0.06
N -1.12 1.42 0.00
O -0.48 -1.23 0.23
O 0.82 -1.24 0.10
S 1.58 1.07 0.21
H -0.82 -1.39 -0.60
```

Values from the calculation:
* gap between HOMO and LUMO (spin up / spin down): 7.0 / 7.0 eV
* HOMO energy (spin up / spin down): -10.074 / -10.074 eV
* spin multiplicity: 1



x.
ORCA calculation (ωB97M-V/def2-TZVPD) on an isolated molecule of CHNO2S.

XYZ file:
```
6
CHNO2S ωB97M-V/def2-TZVPD
C 0.09 -0.68 0.31
N -0.69 0.36 0.19
O -0.40 -2.27 -0.05
O 1.67 1.39 -0.82
S 0.97 1.00 0.37
H -1.64 0.20 0.00
```

Values from the calculation:
* gap between HOMO and LUMO (spin up / spin down): 8.5 / 8.5 eV
* HOMO energy (spin up / spin down): -9.695 / -9.695 eV
* spin multiplicity: 1



Name the least stable of them. x.



w.
ORCA calculation (ωB97M-V/def2-TZVPD) on a cluster of 2 separate species, C3HCl2FO in total.

XYZ file:
```
8
C3HCl2FO ωB97M-V/def2-TZVPD
C 0.75 -0.55 -0.48
C 0.11 -0.17 -1.57
C 0.39 2.36 -2.01
O -0.51 2.88 -2.51
F -0.26 -0.72 -2.70
Cl 1.25 -2.08 0.07
Cl 1.93 2.66 -1.50
H 0.89 0.08 0.42
```

Values from the calculation:
* gap between HOMO and LUMO (spin up / spin down): 8.7 / 8.1 eV
* HOMO energy (spin up / spin down): -9.479 / -8.878 eV
* spin multiplicity: 1



x.
ORCA calculation (ωB97M-V/def2-TZVPD) on a cluster of 2 separate species, C3HCl2FO in total.

XYZ file:
```
8
C3HCl2FO ωB97M-V/def2-TZVPD
C -0.81 1.07 1.12
C -0.26 1.04 -0.07
C 2.51 -0.37 -1.00
O -1.13 1.01 2.23
F -0.62 1.88 -1.04
Cl 2.94 -0.77 0.54
Cl 3.68 0.30 -1.96
H 0.15 0.07 -0.41
```

Values from the calculation:
* gap between HOMO and LUMO: 8.0 eV
* HOMO energy: -9.033 eV
* spin multiplicity: 1



Name the least stable of them. x.



w.
ORCA calculation (ωB97M-V/def2-TZVPD) on a structure of composition C43H33AsClF6IN3NaO4.

XYZ file:
```
93
C43H33AsClF6IN3NaO4 ωB97M-V/def2-TZVPD
Na 0.29 -0.63 -0.38
C -3.40 -1.00 -0.93
C -3.48 -2.39 -1.11
C -3.09 -3.01 0.10
C -2.78 -2.00 1.03
C -2.97 -0.75 0.40
H -3.61 -0.24 -1.67
H -3.75 -2.89 -2.03
H -3.02 -4.08 0.27
H -2.48 -2.16 2.06
H -2.86 0.22 0.87
Cl 2.56 4.78 -4.99
C 1.81 3.78 -3.75
C 0.97 4.35 -2.84
C 0.36 3.60 -1.83
I -0.96 4.54 -0.52
C 0.58 2.21 -1.65
O 0.09 1.50 -0.74
C 1.45 1.61 -2.69
N 1.62 0.27 -2.61
C 2.38 -0.34 -3.48
C 3.04 0.34 -4.52
C 2.88 1.70 -4.63
C 2.07 2.38 -3.70
H 0.77 5.41 -2.90
H 2.48 -1.41 -3.37
H 3.66 -0.20 -5.22
H 3.37 2.25 -5.41
O -0.61 -1.60 -8.81
C -0.91 -2.94 -8.46
N -0.53 -3.28 -7.11
C -1.12 -2.58 -6.08
O -2.00 -1.76 -6.32
C -0.62 -2.87 -4.70
C 0.06 -4.03 -4.38
C 0.51 -4.21 -3.09
C 0.27 -3.21 -2.16
N -0.40 -2.09 -2.46
C -0.84 -1.94 -3.70
H -1.11 -1.05 -8.19
H -0.34 -3.58 -9.13
H -1.97 -3.14 -8.57
H 0.41 -3.59 -6.95
H 0.22 -4.81 -5.13
H 1.04 -5.11 -2.79
H 0.65 -3.27 -1.14
H -1.41 -1.03 -3.91
C -3.63 5.18 4.25
C -4.17 4.06 3.62
C -3.34 3.10 3.06
C -1.95 3.24 3.13
C -1.42 4.36 3.75
C -2.25 5.33 4.30
As -0.88 1.79 2.30
C -0.97 0.67 3.92
C -1.99 -0.21 4.27
C -1.88 -0.97 5.42
C -0.73 -0.88 6.22
C 0.30 -0.02 5.86
C 0.18 0.75 4.71
C 1.21 1.67 4.18
C 2.46 1.90 4.74
C 3.37 2.74 4.11
C 3.04 3.34 2.90
C 1.79 3.11 2.32
C 0.88 2.30 2.97
H -4.28 5.93 4.68
H -5.25 3.94 3.56
H -3.78 2.25 2.56
H -0.34 4.49 3.80
H -1.82 6.20 4.78
H -2.86 -0.32 3.63
H -2.66 -1.67 5.69
H -0.64 -1.49 7.10
H 1.20 0.03 6.46
H 2.75 1.40 5.66
H 4.34 2.90 4.54
H 3.76 3.97 2.39
H 1.54 3.55 1.36
C 0.73 -2.12 2.42
C 1.93 -2.33 1.48
O 1.68 -2.00 0.21
C 3.10 -1.47 2.04
F 4.27 -1.65 1.40
F 2.79 -0.17 1.92
F 3.36 -1.68 3.36
C 2.32 -3.84 1.57
F 3.42 -4.15 0.85
F 2.56 -4.28 2.83
F 1.32 -4.59 1.09
H 0.47 -1.06 2.42
H 0.91 -2.42 3.46
H -0.13 -2.66 2.02
```

Values from the calculation:
* gap between HOMO and LUMO: 4.6 eV
* HOMO energy: -1.037 eV
* spin multiplicity: 1
* charge: -2



x.
ORCA calculation (ωB97M-V/def2-TZVPD) on a structure of composition C43H33AsClF6IN3NaO4.

XYZ file:
```
93
C43H33AsClF6IN3NaO4 ωB97M-V/def2-TZVPD
Na 0.44 -0.29 -0.57
C -2.62 1.06 -1.36
C -2.75 -0.17 -2.16
C -3.32 -1.12 -1.41
C -3.49 -0.62 0.01
C -3.08 0.82 -0.12
H -2.23 2.00 -1.73
H -2.43 -0.26 -3.19
H -3.57 -2.13 -1.72
H -4.48 -0.76 0.44
H -3.15 1.53 0.70
Cl 5.95 -3.08 4.32
C 4.58 -2.54 3.36
C 4.22 -3.26 2.26
C 3.16 -2.83 1.45
I 2.52 -4.10 -0.09
C 2.48 -1.59 1.61
O 1.64 -1.14 0.78
C 2.80 -0.92 2.89
N 2.03 0.12 3.24
C 2.18 0.67 4.42
C 3.19 0.29 5.32
C 4.03 -0.73 4.97
C 3.84 -1.40 3.74
H 4.74 -4.18 2.01
H 1.48 1.45 4.70
H 3.29 0.80 6.27
H 4.83 -1.05 5.63
O -4.47 1.22 6.97
C -4.11 -0.15 7.11
N -3.83 -0.82 5.86
C -2.86 -0.24 5.02
O -2.23 0.75 5.48
C -2.68 -0.81 3.74
C -3.38 -1.96 3.23
C -3.26 -2.32 1.94
C -2.48 -1.46 0.97
N -1.49 -0.59 1.63
C -1.68 -0.28 2.86
H -3.72 1.58 6.47
H -4.93 -0.65 7.61
H -3.21 -0.23 7.73
H -4.64 -1.17 5.38
H -3.94 -2.60 3.91
H -3.69 -3.24 1.57
H -1.92 -2.11 0.29
H -0.98 0.43 3.28
C 2.07 4.99 4.68
C 0.75 4.56 4.68
C 0.29 3.74 3.65
C 1.14 3.35 2.61
C 2.47 3.76 2.64
C 2.93 4.58 3.67
As 0.35 2.19 1.20
C -0.48 3.84 0.47
C -1.67 4.44 0.86
C -2.08 5.64 0.29
C -1.29 6.25 -0.68
C -0.10 5.66 -1.08
C 0.30 4.46 -0.52
C 1.55 3.73 -0.85
C 2.49 4.11 -1.80
C 3.61 3.32 -2.02
C 3.79 2.14 -1.31
C 2.86 1.76 -0.35
C 1.74 2.55 -0.12
H 2.43 5.64 5.47
H 0.08 4.84 5.48
H -0.72 3.36 3.68
H 3.15 3.44 1.87
H 3.96 4.90 3.68
H -2.29 3.97 1.62
H -3.01 6.09 0.60
H -1.61 7.19 -1.12
H 0.51 6.15 -1.83
H 2.36 5.02 -2.37
H 4.34 3.62 -2.77
H 4.66 1.52 -1.50
H 3.00 0.84 0.22
C 2.63 -1.36 -3.55
C 1.15 -0.91 -3.55
O 0.79 -0.16 -2.51
C 0.26 -2.21 -3.63
F -1.02 -1.95 -3.98
F 0.70 -3.15 -4.51
F 0.22 -2.81 -2.43
C 0.94 -0.13 -4.88
F 1.16 -0.88 -6.00
F -0.30 0.39 -5.01
F 1.80 0.92 -4.95
H 2.83 -1.84 -2.59
H 3.26 -0.48 -3.64
H 2.85 -2.06 -4.36
```

Values from the calculation:
* gap between HOMO and LUMO: 5.2 eV
* HOMO energy: -1.545 eV
* spin multiplicity: 1
* charge: -2



Name the least stable of them. x.



w.
ORCA calculation (ωB97M-V/def2-TZVPD) on a cluster of 10 separate species, C31H75N10O10 in total.

XYZ file:
```
126
C31H75N10O10 ωB97M-V/def2-TZVPD
C 2.55 1.19 2.68
C 3.52 0.77 1.60
N 4.94 1.24 1.88
C 5.39 2.34 0.96
C 4.70 3.68 1.20
O 4.80 4.44 0.02
H 2.55 2.26 2.89
H 1.56 0.87 2.38
H 2.79 0.65 3.59
H 3.26 1.12 0.60
H 3.56 -0.31 1.60
H 5.00 1.54 2.85
H 5.57 0.45 1.76
H 5.27 1.99 -0.06
H 6.46 2.47 1.13
H 3.67 3.53 1.50
H 5.22 4.22 2.00
H 3.95 4.50 -0.41
C -0.19 -2.65 4.04
C 1.09 -2.05 4.54
O 2.09 -1.95 3.85
N 1.08 -1.63 5.84
C -0.04 -1.70 6.76
H -0.06 -2.97 3.01
H -0.46 -3.50 4.66
H -1.01 -1.92 4.08
H 1.96 -1.26 6.17
H -0.29 -0.71 7.13
H 0.21 -2.34 7.61
H -0.91 -2.12 6.27
C 5.82 1.96 -3.33
C 5.43 0.62 -2.76
O 5.06 0.49 -1.59
N 5.50 -0.45 -3.57
C 5.89 -0.48 -4.97
H 5.71 2.72 -2.55
H 6.86 1.96 -3.67
H 5.18 2.21 -4.17
H 5.23 -1.31 -3.13
H 5.08 -0.86 -5.59
H 6.76 -1.13 -5.10
H 6.15 0.51 -5.31
C -3.55 0.13 2.83
C -3.47 -1.15 2.03
O -3.37 -2.23 2.58
N -3.49 -1.04 0.68
C -3.56 0.17 -0.13
H -3.52 -0.13 3.88
H -2.72 0.80 2.59
H -4.48 0.67 2.62
H -3.44 -1.93 0.20
H -4.43 0.18 -0.79
H -2.68 0.24 -0.77
H -3.60 1.04 0.51
C 2.85 4.59 -3.95
C 2.94 3.99 -5.33
O 3.85 3.23 -5.65
N 1.98 4.33 -6.22
C 0.84 5.20 -6.03
H 3.69 4.23 -3.37
H 2.89 5.68 -3.99
H 1.92 4.30 -3.46
H 2.09 3.90 -7.13
H -0.10 4.66 -6.19
H 0.87 6.04 -6.72
H 0.83 5.60 -5.02
C -5.91 -0.97 -3.97
C -5.84 0.51 -3.63
O -5.26 0.90 -2.63
N -6.44 1.37 -4.47
C -7.16 1.08 -5.70
H -5.38 -1.52 -3.20
H -6.94 -1.32 -4.01
H -5.44 -1.17 -4.94
H -6.36 2.35 -4.21
H -6.69 1.57 -6.55
H -8.19 1.42 -5.64
H -7.17 0.01 -5.88
C -3.60 3.67 -6.10
C -4.19 4.17 -4.80
O -5.39 4.17 -4.59
N -3.32 4.63 -3.87
C -1.88 4.69 -3.95
H -4.43 3.35 -6.73
H -3.05 4.46 -6.61
H -2.92 2.84 -5.94
H -3.78 4.95 -3.03
H -1.43 4.10 -3.15
H -1.53 5.72 -3.84
H -1.53 4.30 -4.90
C -0.22 -6.74 7.11
C -1.07 -6.25 5.96
O -1.47 -5.10 5.87
N -1.39 -7.16 5.00
C -1.02 -8.55 4.92
H -0.06 -5.91 7.79
H -0.72 -7.54 7.66
H 0.74 -7.10 6.77
H -1.96 -6.77 4.26
H -0.45 -8.76 4.02
H -1.91 -9.19 4.92
H -0.42 -8.83 5.78
C 1.28 1.05 -6.39
C 0.03 1.72 -6.90
O -0.48 2.66 -6.32
N -0.52 1.24 -8.05
C -0.06 0.14 -8.87
H 1.58 1.55 -5.48
H 1.10 -0.01 -6.18
H 2.09 1.11 -7.12
H -1.35 1.73 -8.34
H 0.17 0.47 -9.88
H -0.82 -0.64 -8.94
H 0.84 -0.30 -8.44
C -0.27 -4.72 12.44
C 0.09 -4.75 10.97
O 1.02 -5.41 10.54
N -0.67 -3.99 10.13
C -1.80 -3.15 10.44
H 0.43 -5.37 12.96
H -0.19 -3.72 12.85
H -1.28 -5.09 12.60
H -0.37 -4.06 9.16
H -2.69 -3.48 9.90
H -1.61 -2.11 10.15
H -2.00 -3.18 11.50
```

Values from the calculation:
* gap between HOMO and LUMO: 8.3 eV
* HOMO energy: -10.502 eV
* spin multiplicity: 1
* charge: +1



x.
ORCA calculation (ωB97M-V/def2-TZVPD) on a structure of composition C31H75N10O10.

XYZ file:
```
126
C31H75N10O10 ωB97M-V/def2-TZVPD
C 37.29 -49.06 9.27
C 38.52 -49.94 8.98
C 39.26 -49.43 7.82
O 38.50 -49.91 6.59
C 38.98 -49.38 5.38
N 39.51 -49.93 10.12
H 40.10 -49.16 10.43
H 39.24 -50.29 11.09
H 40.19 -50.70 9.65
H 36.61 -49.33 8.55
H 37.42 -48.07 9.18
H 36.70 -49.32 10.25
H 38.29 -50.99 8.63
H 40.31 -49.78 7.81
H 39.33 -48.22 7.62
H 38.27 -49.48 4.58
H 39.80 -49.97 5.35
H 39.01 -48.38 5.39
C 38.39 -54.75 11.94
C 39.76 -54.11 11.90
O 39.87 -53.00 11.56
N 40.80 -54.86 12.10
C 42.16 -54.17 12.20
H 38.20 -55.86 12.44
H 38.03 -55.10 11.04
H 37.63 -54.26 12.34
H 40.92 -55.79 12.41
H 42.26 -53.58 13.14
H 42.27 -53.73 11.26
H 42.70 -55.07 12.15
C 42.66 -46.80 9.19
C 41.29 -46.90 9.74
O 40.39 -46.25 9.19
N 40.87 -47.67 10.75
C 39.66 -47.23 11.51
H 42.64 -47.76 8.73
H 43.21 -46.56 10.17
H 42.80 -46.04 8.58
H 41.58 -48.16 11.30
H 38.86 -47.16 10.81
H 39.90 -46.27 12.05
H 39.34 -47.97 12.29
C 42.01 -46.40 4.42
C 42.33 -47.61 5.09
O 41.92 -47.78 6.33
N 43.02 -48.66 4.51
C 43.20 -49.89 5.10
H 41.34 -46.63 3.71
H 42.72 -46.05 3.73
H 41.78 -45.53 5.03
H 43.53 -48.40 3.59
H 42.21 -50.38 5.33
H 43.88 -49.80 6.25
H 43.78 -50.43 4.43
C 38.55 -45.69 6.93
C 37.66 -45.24 5.88
O 38.10 -44.65 4.81
N 36.38 -45.28 6.06
C 35.37 -44.69 5.26
H 38.85 -44.98 7.39
H 39.55 -46.19 6.51
H 38.30 -46.49 7.62
H 36.29 -45.91 6.83
H 35.95 -43.71 4.94
H 34.41 -44.49 5.56
H 35.19 -45.13 4.44
C 40.22 -55.47 2.56
C 39.78 -54.37 3.54
O 40.36 -54.21 4.63
N 38.76 -53.56 3.12
C 38.26 -52.52 4.05
H 40.68 -56.28 3.21
H 40.92 -54.94 1.93
H 39.40 -55.66 2.01
H 38.51 -53.61 2.26
H 38.89 -52.12 4.89
H 37.69 -53.02 4.64
H 37.58 -51.68 3.54
C 33.89 -47.63 6.89
C 34.30 -47.39 8.31
O 35.42 -46.81 8.54
N 33.44 -47.80 9.38
C 33.72 -47.64 10.80
H 33.29 -48.57 6.75
H 34.81 -47.46 6.33
H 33.08 -46.74 6.82
H 32.45 -48.17 8.98
H 34.21 -48.57 11.06
H 32.86 -47.58 11.29
H 33.96 -46.69 11.05
C 41.19 -48.98 -1.19
C 41.54 -50.00 -0.02
O 42.49 -50.87 -0.40
N 40.97 -49.92 1.10
C 41.17 -50.92 2.21
H 40.52 -48.34 -0.58
H 40.83 -49.02 -2.22
H 42.06 -48.38 -1.26
H 39.96 -49.20 1.11
H 40.47 -51.70 2.16
H 41.20 -50.52 3.14
H 42.20 -51.41 2.34
C 40.51 -53.71 8.05
C 41.43 -52.54 8.33
O 42.25 -52.07 7.51
N 41.34 -51.93 9.56
C 42.42 -51.05 10.14
H 39.97 -53.71 7.24
H 39.93 -53.98 8.92
H 41.24 -54.53 7.91
H 40.78 -52.29 10.30
H 43.34 -51.53 9.90
H 42.36 -50.94 11.17
H 42.44 -50.02 9.76
C 36.44 -51.29 13.73
C 37.96 -50.93 13.65
O 38.29 -50.40 12.55
N 38.74 -51.02 14.72
C 40.14 -50.92 14.62
H 35.76 -50.41 13.86
H 36.24 -52.05 14.50
H 36.22 -51.78 12.68
H 38.32 -51.57 15.55
H 40.21 -49.87 14.51
H 40.74 -51.48 13.95
H 40.35 -51.25 15.51
```

Values from the calculation:
* gap between HOMO and LUMO: 8.2 eV
* HOMO energy: -10.102 eV
* spin multiplicity: 1
* charge: +1



Name the least stable of them. x.